# 1
A structure of composition C27H36B2F4N11O4V in a non-equilibrium geometry, computed with ωB97M-V/def2-TZVPD.

Cartesian coordinates (Å):
V 0.15909 -0.17374 0.44153
C -3.37289 3.09527 0.57746
C -3.50900 1.73289 -0.02087
C -4.67360 0.95672 -0.12272
C -4.27933 -0.18116 -0.78398
N -2.96221 -0.07522 -1.05396
N -2.48082 1.11416 -0.58635
B -2.02046 -0.96517 -1.84757
N -1.30073 -2.13021 -0.99799
C -1.66579 -3.40519 -1.05469
C -0.75319 -4.17249 -0.34914
C 0.18309 -3.28417 0.13822
C 1.41426 -3.64899 0.89427
N -0.15182 -2.02316 -0.25672
N -0.88874 -0.04052 -2.34796
C -0.87598 0.59801 -3.51432
C 0.25461 1.38313 -3.57400
C 0.90254 1.18343 -2.36384
C 2.22744 1.77434 -2.03688
N 0.18487 0.32902 -1.59507
N -2.66722 -1.68127 -3.01034
C -2.09186 -2.16208 -4.14089
C -3.00593 -2.96143 -4.77642
C -4.14186 -2.93831 -3.94055
C -5.44139 -3.65155 -4.11962
N -3.92699 -2.18008 -2.87953
H -4.18621 3.73810 0.24253
H -2.44317 3.57974 0.27407
H -3.42005 3.06212 1.66907
H -5.65995 1.19304 0.23653
H -4.82545 -1.05799 -1.07667
H -2.54729 -3.68523 -1.60834
H -0.75730 -5.24074 -0.22552
H 1.50522 -4.73293 0.89948
H 1.39639 -3.32812 1.93302
H 2.30659 -3.23325 0.43154
H -1.67579 0.45728 -4.22071
H 0.58341 2.00459 -4.38785
H 2.78302 1.90016 -2.96498
H 2.81406 1.14747 -1.38231
H 2.12540 2.76384 -1.58768
H -1.07301 -1.92985 -4.40300
H -2.88477 -3.47342 -5.71518
H -5.64412 -3.82887 -5.17443
H -6.25711 -3.06519 -3.70136
H -5.42826 -4.61947 -3.61662
N -0.39821 1.67246 1.31762
C 0.35415 2.69335 2.08842
C 0.43612 2.33427 3.55746
C 1.20671 1.04077 3.81447
C 0.36449 -0.22639 3.68409
N 0.58723 -0.94791 2.40701
H -0.78487 2.09366 0.46850
H -1.24321 1.40511 1.82600
H -0.15492 3.65006 1.95102
H 1.35561 2.79037 1.67531
H -0.57920 2.25558 3.95891
H 0.90698 3.16237 4.08868
H 1.64661 1.07915 4.81046
H 2.05550 0.98173 3.12471
H -0.69672 0.00062 3.76064
H 0.59015 -0.92014 4.49553
H -0.01894 -1.76641 2.42391
H 1.54628 -1.28513 2.39215
O 3.28698 -1.26566 1.55858
C 3.13344 -0.21038 1.01773
O 1.89251 0.08847 0.47762
C 4.18201 0.82481 0.88527
C 3.91664 2.17424 0.68834
C 4.95299 3.09083 0.68311
C 6.23898 2.61801 0.85970
C 6.54051 1.28231 1.04196
C 5.49249 0.37834 1.06694
N 7.35574 3.60143 0.85221
O 8.47126 3.16757 1.02790
O 7.06188 4.76268 0.66959
H 2.90638 2.50922 0.52619
H 4.78579 4.14801 0.54278
H 7.56653 0.97177 1.16785
H 5.68048 -0.67371 1.22727
F -3.58241 -1.73947 1.67274
B -2.62870 -1.18832 2.42557
F -1.83200 -2.05998 3.11115
F -2.90587 -0.02867 3.07330
F -1.51716 -0.60851 1.27966

Calculated values
* LUMO (alpha / beta): -5.44 / -4.79 eV
* HOMO level (alpha / beta): -11.31 / -11.31 eV
* charge: +1
* frontier orbital gap (alpha / beta): 5.868 / 6.512 eV
* energy relative to the best compared isomer or geometry (same formula, charge and spin): 62.9 kJ/mol
* multiplicity: 2

---

# 2
The molecule C5H8N2 in a non-equilibrium geometry, computed with ωB97M-V/def2-TZVPD.

Cartesian coordinates (Å):
C 1.58029 -0.68011 -0.68555
C 0.74018 0.35436 0.00438
C -1.42367 2.09748 0.10841
N -1.59780 0.81373 0.31628
C -0.56602 -0.18779 0.65699
C -1.02936 -1.50582 0.14377
N -1.43035 -2.52434 -0.23718
H 0.99349 -1.11669 -1.49606
H 2.46140 -0.18299 -1.10123
H 1.88058 -1.46087 0.00774
H 1.29804 0.85365 0.79919
H 0.44371 1.08604 -0.73711
H -0.43647 2.39227 0.54097
H -2.41526 0.36591 -0.06279
H -0.49877 -0.30483 1.74219

Calculated values
* LUMO: 0.64 eV
* HOMO level: -8.71 eV
* frontier orbital gap: 9.352 eV
* energy relative to the best compared isomer or geometry (same formula, charge and spin): 309.9 kJ/mol

---

# 3
A structure of composition C42H43ClMoP2 in a non-equilibrium geometry, computed with ωB97M-V/def2-TZVPD.

Cartesian coordinates (Å):
Mo 0.53494 -0.09663 -0.06359
C 3.26641 6.26422 2.62231
C 2.00635 6.11655 3.04188
C 0.87817 7.08232 2.79744
C 0.93156 7.92133 1.49751
C 1.16099 7.15144 0.22492
C 2.34585 6.84646 -0.31464
C 3.69480 7.19606 0.24645
C 3.80673 7.38665 1.77980
C -0.37048 -0.73077 -1.95496
H 4.04039 5.55441 2.94306
H 1.74513 5.27712 3.69878
H 0.80533 7.79636 3.63635
H -0.06475 6.51356 2.81001
H -0.06387 8.38562 1.39811
H 1.65244 8.74008 1.61782
H 0.23153 6.89329 -0.30131
H 2.39304 6.36601 -1.29946
H 4.06352 8.12489 -0.22279
H 4.40019 6.40767 -0.06082
H 4.88683 7.43665 1.99419
H 3.38014 8.35713 2.06099
H 0.19388 -1.57055 -2.40805
H -0.61982 0.00510 -2.74044
H -1.31459 -1.11585 -1.51403
P 0.41263 1.19216 1.92790
P 0.01846 1.88549 -1.20695
C 0.30749 2.88908 1.34029
C 0.00367 3.16344 0.04885
C -0.67713 1.15280 3.38947
C -0.97749 2.32788 4.10335
C -1.82778 2.27947 5.21026
C -2.43079 1.07093 5.56930
C -2.15874 -0.09703 4.84640
C -1.25543 -0.06202 3.78572
C 2.13776 1.08563 2.59319
C 3.18748 0.98608 1.67272
C 4.50020 0.82682 2.12987
C 4.75208 0.79338 3.50347
C 3.70659 0.91859 4.42486
C 2.39407 1.06574 3.97354
C -1.46248 2.31460 -2.20473
C -2.71961 2.04962 -1.63386
C -3.88582 2.29756 -2.36054
C -3.80004 2.84956 -3.64248
C -2.55271 3.16319 -4.19340
C -1.38124 2.89581 -3.48044
C 1.45193 2.24087 -2.31068
C 2.04591 1.20666 -3.04045
C 3.12227 1.47739 -3.89118
C 3.62168 2.78238 -3.98250
C 3.05625 3.80967 -3.22045
C 1.97794 3.54487 -2.37413
H 0.52338 3.66130 2.08800
H -0.31475 4.14651 -0.31689
H -0.55718 3.27884 3.79721
H -2.01439 3.18892 5.78086
H -3.12246 1.03900 6.40782
H -2.64411 -1.03867 5.10533
H -1.00255 -0.98309 3.26527
H 2.98813 1.02625 0.59357
H 5.31720 0.73890 1.41303
H 5.77633 0.66954 3.85331
H 3.91562 0.90928 5.49583
H 1.57789 1.16484 4.68756
H -2.78687 1.64836 -0.62283
H -4.85860 2.06718 -1.92450
H -4.70995 3.04577 -4.21128
H -2.48733 3.62275 -5.18124
H -0.40863 3.13900 -3.91143
H 1.67747 0.17999 -2.95621
H 3.56607 0.67276 -4.47876
H 4.46357 2.99485 -4.64249
H 3.44635 4.82855 -3.27733
H 1.55081 4.33098 -1.75990
Cl 2.39517 -1.96172 -0.24906
C 1.27781 -3.33549 -0.17770
C 1.60229 -4.56701 -0.75558
C 0.56267 -5.47848 -1.02376
C -0.73827 -5.19642 -0.59824
C -1.00326 -4.05484 0.14512
C 0.01199 -3.08508 0.34372
C -0.24952 -1.80989 1.05483
H 2.63302 -4.81130 -0.99326
H 0.78191 -6.40490 -1.55852
H -1.54285 -5.89669 -0.83702
H -1.98878 -3.86649 0.57112
H -1.29665 -1.67695 1.34806
H 0.44034 -1.65038 1.90920

Calculated values
* LUMO (alpha / beta): -7.50 / -7.00 eV
* HOMO level (alpha / beta): -12.97 / -12.97 eV
* charge: +2
* frontier orbital gap (alpha / beta): 5.473 / 5.972 eV
* multiplicity: 3

---

# 4
A structure of composition C23H20CrN5O4S2, computed with ωB97M-V/def2-TZVPD.

Cartesian coordinates (Å):
Cr -0.31112 -0.09637 0.12676
S -2.12273 -0.91196 1.65358
C -3.47431 -0.07373 0.90029
C -4.67483 -0.05301 1.61032
C -5.80847 0.59698 1.15121
C -7.01038 0.57196 1.93620
N -7.96673 0.55760 2.57701
C -5.74903 1.27082 -0.07694
C -4.56589 1.26214 -0.79497
C -3.41183 0.60110 -0.35087
S -2.02635 0.66594 -1.41396
C -6.88378 1.97931 -0.60406
N -7.79043 2.54988 -1.02323
H -4.71227 -0.56316 2.56382
H -4.51872 1.79078 -1.73718
C -2.31889 4.56829 2.58852
C -2.51242 3.10809 2.93667
N -1.67923 2.29772 2.08063
C -0.49381 2.67993 1.56197
N 0.21364 1.79315 0.89232
C 1.50378 2.18300 0.34809
C 1.54825 3.65311 -0.01807
C 1.14920 4.45936 1.19738
N -0.12674 3.99466 1.69781
C -0.83645 4.87839 2.60330
H -2.84364 5.20833 3.29988
H -2.72142 4.76638 1.59301
H -3.54845 2.79579 2.78756
H -2.26811 2.94071 3.99549
H -1.81960 1.27397 2.09315
H 1.69554 1.57203 -0.54227
H 2.30782 1.94488 1.05924
H 0.84530 3.84424 -0.83156
H 2.54427 3.94809 -0.35050
H 1.03746 5.51897 0.94736
H 1.92288 4.38697 1.97682
H -0.65093 5.90184 2.26630
H -0.43623 4.79453 3.62492
O 1.40659 -3.69169 -1.04461
C 1.06626 -2.75727 -0.33178
O 0.33559 -1.77095 -0.70882
C 1.60179 -2.72687 1.09756
C 2.05848 -3.91975 1.64770
C 2.54614 -3.99581 2.95476
C 2.56672 -2.82766 3.67642
O 3.02169 -2.62172 4.96152
C 2.65143 -1.28144 5.26802
O 2.30615 -0.61898 4.05765
C 2.13353 -1.62956 3.13969
C 1.65001 -1.55283 1.85990
H 2.01852 -4.80031 1.02276
H 2.88985 -4.92699 3.38035
H 3.50536 -0.77343 5.72057
H 1.77864 -1.29289 5.93430
H 1.32294 -0.58350 1.48196

Calculated values
* LUMO (alpha / beta): 2.07 / 2.07 eV
* HOMO level (alpha / beta): -4.22 / -4.54 eV
* charge: -1
* frontier orbital gap (alpha / beta): 6.297 / 6.608 eV
* multiplicity: 5

---

# 5
A structure of composition C21H33MnN5O3Si2 in a non-equilibrium geometry, computed with ωB97M-V/def2-TZVPD.

Cartesian coordinates (Å):
Mn 8.46118 9.59019 12.52397
C 6.03641 12.58399 11.47179
Si 7.03100 12.55462 13.11041
C 6.15086 13.78286 14.25367
C 8.80041 13.30772 13.08685
N 7.26504 10.82989 13.47878
C 6.91345 10.26653 14.74128
C 6.25464 10.90763 15.77729
C 5.87325 10.18291 16.93300
C 6.13108 8.83159 16.99186
C 6.78904 8.20620 15.92064
C 7.24695 8.93211 14.85104
N 7.93883 8.32521 13.80488
Si 7.73753 6.59610 13.60259
C 8.69968 5.61470 14.95416
C 8.34308 5.86791 11.93657
C 5.87694 6.26642 13.50043
H 5.21673 13.32725 11.55145
H 5.61919 11.60633 11.33210
H 6.61418 12.82190 10.57708
H 6.26128 14.71591 13.69989
H 6.61146 14.00290 15.22215
H 5.04830 13.69866 14.37273
H 8.84051 14.34140 12.70320
H 9.50877 12.67872 12.55204
H 9.08122 13.34512 14.13820
H 6.03197 11.92632 15.70414
H 5.34268 10.77207 17.69910
H 5.81642 8.16991 17.81082
H 6.94533 7.12240 15.99206
H 9.58635 5.14267 14.50829
H 8.02619 4.80226 15.26860
H 8.95779 6.20953 15.81093
H 9.42556 5.85126 11.73334
H 7.84485 6.31331 11.05584
H 8.05586 4.82027 12.01475
H 5.29441 6.71008 14.30140
H 5.67385 5.18330 13.41944
H 5.60087 6.72096 12.54288
N 12.21245 10.95512 13.67518
C 11.17722 10.28555 13.14009
O 10.05848 10.32038 13.67078
C 11.33694 9.49503 11.88207
C 10.09532 8.59560 11.80112
H 12.06023 11.57452 14.43848
H 13.13287 10.88874 13.26088
H 12.26435 8.97934 11.86925
H 11.34887 10.24444 11.04873
H 10.24967 7.77427 12.46742
H 9.91943 8.19355 10.77689
O 8.63573 10.85922 11.04405
N 8.03340 10.58544 9.95568
N 7.33671 9.54332 10.08092
O 7.23237 8.90042 11.23433
C 6.54176 9.04176 8.95886
C 5.85985 7.83890 9.11859
C 5.06659 7.38087 8.08268
C 4.97666 8.14702 6.93837
C 5.63766 9.35454 6.82532
C 6.46064 9.83228 7.82332
H 5.94465 7.37142 10.09061
H 4.49987 6.44393 8.18045
H 4.36130 7.83675 6.07615
H 5.54251 9.91281 5.87068
H 6.93869 10.80790 7.84773

Calculated values
* LUMO (alpha / beta): -0.07 / -0.21 eV
* HOMO level (alpha / beta): -6.50 / -6.74 eV
* frontier orbital gap (alpha / beta): 6.431 / 6.530 eV
* multiplicity: 4